{"formula": "C2H22O8S", "method": "wB97M-V/def2-TZVPD", "charge": 1, "largest_force_ev_per_a": 2.2, "spin_multiplicity": 2, "s_squared": 0.753, "e_lumo_ev": [-3.344, -8.419], "species": ["C", "S", "C", "H", "H", "H", "H", "H", "H", "H", "H", "O", "H", "H", "O", "H", "H", "O", "H", "H", "O", "H", "H", "O", "H", "H", "O", "H", "H", "O", "H", "H", "O"], "positions_angstrom": [[1.057, 1.740, -2.077], [1.877, 0.481, -3.048], [1.999, -0.960, -1.977], [0.538, 1.192, -1.256], [0.645, 2.607, -2.597], [1.815, 2.258, -1.484], [2.839, -0.776, -1.335], [1.095, -1.297, -1.455], [2.424, -1.834, -2.504], [-1.359, 2.468, 0.213], [-1.460, 3.680, 1.208], [-1.084, 3.370, 0.378], [1.218, -0.187, 0.860], [0.942, -0.809, 2.251], [0.827, -0.946, 1.301], [3.588, -0.139, 1.390], [2.971, -1.630, 1.620], [3.647, -0.986, 1.834], [-2.619, -1.021, -1.338], [-2.767, 0.394, -0.794], [-3.292, -0.342, -1.139], [-1.672, -3.300, -1.502], [-0.565, -2.957, -0.612], [-1.169, -2.486, -1.219], [-0.660, -2.199, 1.500], [-1.667, -1.809, 2.506], [-1.358, -2.594, 2.041], [-2.854, -0.193, 1.472], [-3.651, 0.952, 0.783], [-2.983, 0.761, 1.454], [0.706, 2.816, 1.643], [0.094, 1.748, 0.709], [0.879, 1.997, 1.174]]}